Record 1
DFT (ωB97M-V/def2-TZVPD) results for the ion C7H7ClN3O2 with charge +1 in a non-equilibrium geometry.

## Properties
Total charge: +1
Molar mass: 200.6 g mol⁻¹
Energy: -1045.46590 a.u.
HOMO-LUMO gap: 6.124 eV
Largest force on an atom: 3.36 eV/Å

Last column: Löwdin charge in e.
Positions of all 20 atoms, in Å:
C: 2.26 1.38 -0.85  -0.026
C: 1.85 0.10 -1.12  0.031
C: 1.59 2.18 0.08  -0.027
C: 0.48 1.66 0.72  -0.062
C: 0.71 -0.39 -0.43  -0.299
C: -1.07 -2.00 0.06  -0.130
C: -1.61 -0.97 1.00  -0.476
N: 0.11 0.43 0.42  0.140
N: 0.20 -1.62 -0.56  0.091
N: -2.47 0.11 0.42  -0.424
O: -2.65 0.05 -0.76  0.141
O: -2.86 0.93 1.20  0.108
Cl: -1.66 -1.15 2.64  0.975
H: 3.12 1.79 -1.37  0.126
H: 2.36 -0.55 -1.82  0.124
H: 1.91 3.19 0.29  0.119
H: -0.12 2.21 1.43  0.139
H: -0.94 -2.95 0.59  0.138
H: -1.82 -2.12 -0.75  0.148
H: 0.62 -2.29 -1.18  0.166

Record 2
DFT (ωB97M-V/def2-TZVPD) results for a cluster of 2 separate species, C3H4O2 in total in a non-equilibrium geometry.

## Properties
Molar mass: 72.1 g mol⁻¹
Relative energy (zero: lowest compared OMol25 entry of this formula, charge and spin): 537.6 kJ/mol
Energy: -266.98802 a.u.
HOMO-LUMO gap: 8.460 eV
Largest force on an atom: 1.09 eV/Å

Last column: Löwdin charge in e.
Positions of all 9 atoms, in Å:
O: -0.54 -1.94 0.46  0.121
C: -0.10 -0.86 0.22  -0.376
C: 0.07 0.46 1.02  -0.042
O: 0.84 0.95 -0.14  -0.092
C: 0.72 -0.15 -0.91  -0.052
H: 0.66 0.45 1.94  0.127
H: -0.85 1.05 1.14  0.129
H: -0.85 0.06 -1.95  0.163
H: 0.03 -0.02 -2.03  0.022

Record 3
DFT (ωB97M-V/def2-TZVPD) results for an isolated molecule of C2HN5O in a non-equilibrium geometry.

## Properties
SMILES: O=c1nncnnn1
Molar mass: 111.1 g mol⁻¹
Relative energy (zero: lowest compared OMol25 entry of this formula, charge and spin): 407.6 kJ/mol
Energy: -425.62273 a.u.
HOMO-LUMO gap: 8.293 eV
Largest force on an atom: 7.92 eV/Å

Last column: Löwdin charge in e.
Positions of all 9 atoms, in Å:
O: 1.97 -0.32 0.76  0.153
C: 1.15 -0.15 -0.06  -0.474
N: 0.85 1.25 -0.43  0.119
N: -0.45 1.56 -0.40  0.075
C: -1.40 0.70 0.43  -0.086
N: -1.46 -0.55 0.54  0.012
N: -0.97 -1.32 -0.31  -0.019
N: 0.28 -1.25 -0.71  0.144
H: -1.97 1.39 0.92  0.076

Record 4
DFT (ωB97M-V/def2-TZVPD) results for a structure of composition C30H28BF4NPSSiTl in a non-equilibrium geometry.

## Properties
Total charge: -2
Molar mass: 784.9 g mol⁻¹
Relative energy (zero: lowest compared OMol25 entry of this formula, charge and spin): 228.8 kJ/mol
Energy: -2840.80231 a.u.
HOMO-LUMO gap: 4.940 eV
Largest force on an atom: 4.05 eV/Å

Last column: Löwdin charge in e.
Positions of all 68 atoms, in Å:
Tl: -7.14 2.92 19.81  0.685
C: -12.54 5.33 20.97  -0.237
Si: -11.68 4.63 22.43  0.518
C: -12.13 2.75 22.27  -0.186
C: -12.31 5.51 24.02  -0.217
C: -9.78 4.85 22.37  -0.233
C: -9.16 5.41 23.51  -0.150
C: -7.85 5.77 23.58  -0.120
C: -7.13 5.71 22.39  -0.116
N: -7.69 5.13 21.30  -0.059
C: -8.97 4.83 21.14  -0.828
S: -9.62 4.14 19.65  0.405
H: -13.62 5.26 21.12  0.011
H: -12.29 4.64 20.07  0.023
H: -12.37 6.38 20.82  0.021
H: -11.33 2.10 22.58  0.006
H: -12.19 2.58 21.19  0.009
H: -13.12 2.56 22.76  0.023
H: -13.43 5.48 23.89  0.022
H: -11.99 6.57 24.05  0.031
H: -12.06 4.99 24.98  0.024
H: -9.73 5.50 24.46  0.086
H: -7.41 6.30 24.41  0.084
H: -6.06 5.95 22.26  0.116
C: -2.17 -0.60 16.70  -0.128
C: -3.22 -1.40 16.15  -0.105
C: -4.56 -0.97 16.25  -0.090
C: -4.82 0.36 16.73  -0.333
C: -3.71 1.13 17.15  -0.098
C: -2.44 0.59 17.30  -0.108
P: -6.38 1.28 16.89  1.027
C: -7.79 0.20 16.52  -0.342
C: -8.07 -0.85 17.42  -0.108
C: -9.20 -1.60 17.28  -0.131
C: -10.13 -1.30 16.35  -0.145
C: -9.82 -0.41 15.37  -0.101
C: -8.72 0.42 15.52  -0.071
C: -6.33 2.26 15.42  -0.356
C: -6.04 1.82 14.17  -0.109
C: -5.98 2.76 13.12  -0.125
C: -6.14 4.09 13.27  -0.060
C: -6.39 4.58 14.58  -0.203
C: -6.44 5.94 14.90  -0.090
C: -6.71 6.34 16.20  -0.125
C: -6.96 5.46 17.24  -0.152
C: -6.79 4.12 16.93  -0.124
C: -6.54 3.66 15.66  -0.242
H: -1.15 -0.81 16.44  0.078
H: -3.06 -2.28 15.61  0.058
H: -5.40 -1.66 15.98  0.104
H: -3.88 2.21 17.43  0.125
H: -1.61 1.22 17.75  0.127
H: -7.45 -0.96 18.31  0.106
H: -9.41 -2.40 18.02  0.106
H: -11.04 -1.91 16.21  0.102
H: -10.51 -0.28 14.55  0.092
H: -8.60 1.23 14.88  0.080
H: -5.93 0.78 14.04  0.089
H: -6.02 2.33 12.12  0.087
H: -5.92 4.78 12.45  0.099
H: -6.33 6.67 14.09  0.091
H: -6.82 7.41 16.43  0.087
H: -7.09 5.89 18.24  0.069
F: -2.56 4.38 19.71  0.113
B: -3.83 4.12 20.18  -1.161
F: -4.74 5.05 19.60  0.050
F: -4.00 4.10 21.61  0.043
F: -4.31 2.72 19.77  -0.147